# 1
Formula: C30H53BrCdN4P2
Source: the Open Molecules 2025 dataset
Level of theory: wB97M-V/def2-TZVPD

The HOMO energy (spin up / spin down) is -13.1 / -13.1 eV. The LUMO energy (spin up / spin down) is -0.302 / -0.293 Eh. Its total energy is -131097.536 eV. Its energy above the lowest of the compared OMol25 structures with the same formula, charge and spin is 111.9 kcal/mol. The calculation puts the HOMO-LUMO gap (spin up / spin down) at 0.17816 / 0.18717 hartree. The net charge is +2.

Structure (XYZ):
```
91
C30H53BrCdN4P2 | the Open Molecules 2025 dataset | wB97M-V/def2-TZVPD
N 2.90 3.78 5.70
C 2.99 2.50 6.09
C 3.63 1.53 5.31
C 4.23 1.91 4.09
C 4.12 3.27 3.70
C 3.46 4.17 4.55
C 4.89 0.95 3.23
Cd 1.51 -1.34 -1.16
P -2.99 -1.87 -3.30
C 5.49 1.26 2.03
C 5.32 0.39 0.90
C 5.12 0.90 -0.41
C 4.16 0.28 -1.22
C 3.50 -0.83 -0.69
C 4.05 -1.60 0.32
C 4.99 -0.97 1.15
Br -0.22 -2.68 -2.29
H 4.87 -0.09 3.57
H 5.98 2.23 1.86
H 3.66 0.50 5.66
H 4.52 3.61 2.74
H 2.51 2.24 7.04
H 3.38 5.23 4.28
H 5.63 1.83 -0.69
H 5.38 -1.46 2.05
H 3.90 0.69 -2.20
H 3.72 -2.62 0.54
P -0.08 1.65 -0.67
C -3.15 -3.74 -3.44
C -2.41 -4.43 -4.57
H -4.21 -4.02 -3.46
H -2.74 -4.09 -2.48
H -2.51 -5.52 -4.46
H -2.84 -4.19 -5.55
H -1.34 -4.22 -4.58
C -2.18 -1.21 -4.85
C -2.64 -1.64 -6.23
H -1.11 -1.40 -4.72
H -2.33 -0.12 -4.77
H -2.16 -1.01 -6.99
H -2.35 -2.66 -6.47
H -3.72 -1.55 -6.36
C -4.73 -1.30 -3.58
C -5.69 -2.14 -4.41
H -4.62 -0.29 -4.02
H -5.12 -1.18 -2.56
H -6.72 -1.79 -4.24
H -5.50 -2.04 -5.48
H -5.68 -3.20 -4.16
C -1.67 2.39 -0.05
C -2.88 2.17 -0.96
H -1.48 3.47 0.08
H -1.86 1.97 0.94
H -3.76 2.66 -0.53
H -2.72 2.60 -1.96
H -3.11 1.11 -1.08
C 0.17 2.82 -2.10
C 1.60 2.89 -2.62
H -0.19 3.82 -1.78
H -0.51 2.47 -2.89
H 1.66 3.58 -3.46
H 2.30 3.23 -1.85
H 1.94 1.91 -2.98
C 1.11 2.42 0.55
C 0.60 2.57 1.98
H 1.40 3.41 0.15
H 2.00 1.78 0.53
H 1.43 2.88 2.64
H -0.19 3.33 2.05
H 0.20 1.62 2.37
C 0.96 -0.85 4.02
N -0.37 -1.12 3.50
C -1.44 -0.54 4.31
C -0.58 -1.29 2.14
N 0.35 -1.06 1.24
N -1.85 -1.68 1.79
C -2.58 -2.65 2.58
C -2.19 -1.68 0.38
H 0.94 -0.97 5.11
H 1.30 0.18 3.80
H 1.68 -1.56 3.60
H -2.40 -0.66 3.82
H -1.46 -1.04 5.29
H -1.26 0.54 4.49
H 1.18 -0.68 1.72
H -3.65 -2.37 2.61
H -2.50 -3.66 2.15
H -2.20 -2.68 3.60
H -1.93 -0.71 -0.07
H -1.61 -2.45 -0.17
H -3.26 -1.87 0.27
```

Mulliken atomic charge list, values in e, 2 entries: N -0.499; C -0.441

=====

# 2
Formula: C45H62MgO2P2Si
Source: the Open Molecules 2025 dataset
Level of theory: wB97M-V/def2-TZVPD

The HOMO energy is -6.9 eV. The LUMO energy is 0.010 Eh. Its total energy is -83670.589 eV. The calculation puts the HOMO-LUMO gap at 0.26251 hartree. The net charge is 0.

Structure (XYZ):
```
113
C45H62MgO2P2Si | the Open Molecules 2025 dataset | wB97M-V/def2-TZVPD
Mg 1.32 0.01 -0.08
C 1.37 3.36 1.98
Si 0.52 1.72 1.47
C -0.03 0.94 3.13
C -0.07 1.72 4.29
C -0.43 1.20 5.53
C -0.79 -0.13 5.63
C -0.76 -0.93 4.50
C -0.37 -0.42 3.26
P -0.31 -1.50 1.76
C -2.07 -2.06 1.51
C -2.81 -0.83 0.93
C -4.30 -1.12 0.81
C -4.93 -1.29 2.21
C -3.89 -1.72 3.25
C -2.90 -2.71 2.64
C 0.69 -3.06 2.09
C 2.17 -2.81 1.71
C 2.96 -2.21 2.87
C 2.98 -3.19 4.04
C 1.55 -3.45 4.50
C 0.64 -3.92 3.36
C -1.15 2.35 0.73
C -2.07 2.95 1.60
C -3.30 3.43 1.17
C -3.64 3.33 -0.17
C -2.75 2.74 -1.05
C -1.51 2.25 -0.62
P -0.39 1.36 -1.75
C 0.92 2.65 -2.07
C 2.07 2.09 -2.91
C 3.34 2.91 -2.63
C 3.00 4.39 -2.39
C 1.74 4.79 -3.16
C 0.50 4.01 -2.65
C -1.10 0.97 -3.44
C -2.03 1.89 -4.27
C -3.53 1.55 -4.28
C -3.80 0.05 -4.37
C -3.08 -0.66 -3.24
C -1.57 -0.51 -3.44
H 0.66 4.08 2.38
H 1.86 3.83 1.13
H 2.14 3.18 2.74
H 0.20 2.77 4.23
H -0.43 1.84 6.40
H -1.08 -0.55 6.58
H -1.05 -1.97 4.59
H -1.97 -2.79 0.70
H -2.39 -0.59 -0.05
H -2.65 0.04 1.57
H -4.44 -2.02 0.22
H -4.80 -0.30 0.28
H -5.73 -2.04 2.16
H -5.40 -0.36 2.53
H -4.39 -2.18 4.11
H -3.35 -0.85 3.62
H -3.46 -3.55 2.22
H -2.26 -3.13 3.41
H 0.27 -3.67 1.28
H 2.23 -2.16 0.84
H 2.62 -3.77 1.44
H 2.50 -1.27 3.19
H 3.98 -1.99 2.54
H 3.57 -2.79 4.87
H 3.46 -4.13 3.72
H 1.17 -2.53 4.93
H 1.54 -4.21 5.29
H -0.38 -4.05 3.73
H 0.97 -4.92 3.06
H -1.82 3.03 2.66
H -3.99 3.88 1.88
H -4.59 3.70 -0.52
H -3.01 2.67 -2.10
H 1.30 2.82 -1.06
H 1.81 2.16 -3.97
H 2.25 1.04 -2.69
H 4.04 2.81 -3.47
H 3.83 2.49 -1.74
H 3.84 5.02 -2.70
H 2.84 4.58 -1.32
H 1.90 4.58 -4.22
H 1.56 5.86 -3.07
H -0.18 3.88 -3.49
H -0.02 4.59 -1.89
H -0.14 0.96 -3.97
H -1.67 1.85 -5.30
H -1.91 2.93 -3.95
H -3.99 2.08 -5.11
H -4.01 1.91 -3.37
H -3.45 -0.34 -5.33
H -4.88 -0.12 -4.32
H -3.34 -1.72 -3.21
H -3.37 -0.21 -2.28
H -1.32 -0.97 -4.40
H -1.03 -1.05 -2.66
C 1.47 -3.49 -2.75
C 1.98 -2.34 -1.92
O 1.13 -1.64 -1.34
C 3.40 -2.09 -1.85
C 4.32 -2.94 -2.50
C 5.67 -2.71 -2.47
C 6.16 -1.60 -1.76
C 5.31 -0.75 -1.11
C 3.91 -0.96 -1.12
O 3.14 -0.14 -0.49
H 0.39 -3.52 -2.68
H 1.88 -4.44 -2.40
H 1.75 -3.36 -3.80
H 3.95 -3.80 -3.04
H 6.35 -3.38 -2.97
H 7.23 -1.42 -1.74
H 5.68 0.10 -0.56
```

Mulliken atomic charge list, values in e, 2 entries: Mg 3.156; C -1.424

=====

# 3
Formula: C20H19F12N5O12S4SiYb
Source: the Open Molecules 2025 dataset
Level of theory: wB97M-V/def2-TZVPD

The HOMO energy (spin up / spin down) is -5.4 / -5.4 eV. The LUMO energy (spin up / spin down) is 0.071 / 0.071 Eh. Its total energy is -168435.132 eV. As for the spin multiplicity: 2. Its expectation value of S² is 0.7508. The calculation puts the HOMO-LUMO gap (spin up / spin down) at 0.27008 / 0.26993 hartree. The net charge is -1.

Structure (XYZ):
```
74
C20H19F12N5O12S4SiYb | the Open Molecules 2025 dataset | wB97M-V/def2-TZVPD
Yb -0.44 0.31 -0.07
O 3.80 0.19 2.17
C 2.59 0.21 1.68
O 2.42 0.20 0.50
C 1.49 0.21 2.71
C 1.86 0.28 4.02
C 0.80 0.47 4.94
C -0.45 0.60 4.45
C -0.76 0.51 3.10
N 0.26 0.29 2.24
C -2.21 0.56 2.57
O -3.10 0.63 3.38
O -2.26 0.46 1.29
H 4.37 0.58 1.52
H 2.94 0.24 4.31
H 0.97 0.60 6.00
H -1.30 0.73 5.13
C 1.42 0.81 -3.47
C 1.49 -0.56 -2.88
C 2.24 -1.56 -3.50
C 2.20 -2.80 -2.88
C 1.45 -3.04 -1.75
C 0.84 -1.91 -1.06
N 0.87 -0.66 -1.74
N 0.26 -1.92 0.13
Si -0.18 -3.35 1.01
C -1.03 -4.60 -0.17
C -1.37 -2.79 2.37
C 1.33 -3.91 2.03
H 0.47 1.22 -3.19
H 1.51 0.83 -4.56
H 2.14 1.53 -3.06
H 2.82 -1.37 -4.37
H 2.66 -3.62 -3.33
H 1.39 -4.05 -1.28
H -1.61 -4.10 -0.92
H -1.77 -5.32 0.30
H -0.30 -5.29 -0.73
H -1.97 -1.98 1.87
H -0.92 -2.31 3.25
H -2.08 -3.61 2.65
H 1.32 -5.00 2.16
H 1.11 -3.54 2.99
H 2.31 -3.61 1.59
F -1.63 3.95 1.92
C -1.40 4.41 0.66
F -1.54 5.69 0.70
F -2.35 3.85 -0.14
S 0.30 3.90 0.05
O 0.32 2.45 0.28
O 0.36 4.37 -1.28
N 1.37 4.61 0.98
S 2.65 4.01 1.67
O 2.58 2.72 2.27
O 3.30 5.02 2.47
C 3.77 3.69 0.28
F 4.81 3.01 0.72
F 4.26 4.80 -0.20
F 3.12 3.01 -0.63
F -3.50 -3.64 -2.25
C -4.10 -2.48 -2.06
F -5.16 -2.35 -2.87
F -4.50 -2.38 -0.81
S -2.77 -1.26 -2.61
O -1.91 -1.15 -1.47
O -2.31 -1.91 -3.78
N -3.54 0.07 -2.80
S -3.21 1.49 -2.33
O -4.32 2.27 -1.80
O -2.01 1.50 -1.54
C -2.66 2.26 -3.88
F -1.95 1.47 -4.74
F -3.73 2.68 -4.57
F -1.90 3.36 -3.64
```

Mulliken atomic charge list, values in e, 2 entries: Yb 1.062; O -0.599

=====

Values of strongest force on any atom, in order: 3.81 1.32 2.94, all in eV/A.